1.
{"formula": "C4H21NO7", "method": "wB97M-V/def2-TZVPD", "spin_multiplicity": 2, "charge": 1, "e_lumo_ev": [-3.030, -8.395], "gap_ev": [11.1810, 5.8078], "e_tot_ha": -746.06515, "s2": 0.76, "de_lowest_ev": 0.339, "elements": ["C", "O", "C", "C", "C", "O", "N", "H", "H", "H", "H", "H", "H", "H", "H", "H", "H", "H", "H", "H", "O", "H", "H", "O", "H", "H", "O", "H", "H", "O", "H", "H", "O"], "xyz": [[1.275534, -0.687906, 0.450986], [1.706389, -0.224485, 1.683147], [0.209453, 0.425229, -0.141267], [-0.654125, -0.314385, -1.195793], [-2.140033, 0.144799, -1.124816], [-2.391817, 1.127696, -0.113014], [1.039816, 1.464641, -0.656235], [2.135486, -0.712841, -0.206340], [0.764402, -1.614535, 0.716962], [1.014695, -0.302665, 2.364242], [-0.308387, 0.766445, 0.746673], [-0.500035, -1.380884, -1.062175], [-0.219764, -0.061229, -2.161632], [-2.781114, -0.710998, -0.916347], [-2.452799, 0.682456, -2.014557], [-2.301269, 0.815250, 0.793164], [1.141893, 2.061449, 0.164264], [0.551181, 1.958011, -1.409896], [-2.653893, -3.536243, 0.762342], [-1.299318, -4.280292, 0.895540], [-1.862023, -3.613625, 1.307215], [2.020023, 0.281204, -2.557826], [1.414690, 0.004845, -3.832306], [2.067956, -0.401725, -3.239428], [-0.959041, -1.776865, 3.226545], [-1.609487, -1.703779, 1.821137], [-1.329162, -1.168056, 2.579071], [-1.425201, 2.615608, -0.179447], [-1.200381, 4.166512, 0.173010], [-0.797409, 3.353059, -0.136086], [4.013681, 0.149121, 1.308597], [3.387075, 1.370752, 0.707848], [4.142981, 1.103438, 1.246423]], "forces_ev_per_angstrom": [[0.5, 0.1, 2.7], [0.3, 0.5, -0.3], [0.5, -0.7, -2.0], [0.4, 1.2, 0.4], [0.0, 0.0, 0.9], [0.2, 0.4, -0.1], [-2.6, -0.6, 1.6], [-0.2, -0.4, -0.3], [-0.5, -0.1, -1.2], [-0.1, -0.2, -0.3], [0.1, -0.2, 0.3], [-0.4, -0.1, -0.1], [-0.1, -0.2, -0.1], [-0.1, 0.0, -0.4], [0.0, -0.4, -0.3], [-0.3, -0.4, 0.0], [0.9, 0.8, -0.5], [0.8, 0.2, -0.2], [0.0, -0.4, 0.0], [-0.2, 0.0, 0.0], [0.1, 0.3, -0.2], [0.7, -0.2, 0.3], [0.3, -0.6, -0.6], [-0.9, 0.9, 0.2], [-0.3, -0.2, -0.1], [0.1, -0.5, 0.6], [0.4, 0.8, -0.5], [-0.7, 0.4, 0.2], [-0.3, -0.1, 0.0], [1.0, -0.2, -0.2], [0.3, 0.1, 0.3], [0.3, 0.2, 0.1], [-0.2, -0.2, -0.4]]}

---

2.
{"formula": "C2H3ORu", "method": "wB97M-V/def2-TZVPD", "spin_multiplicity": 6, "charge": 2, "e_lumo_ev": [-11.425, -13.342], "gap_ev": [9.1238, 8.5563], "e_tot_ha": -247.11140, "s2": 8.76, "de_lowest_ev": 0.000, "elements": ["H", "O", "C", "C", "H", "H", "Ru"], "xyz": [[-0.345920, -0.963577, -0.928781], [-0.392896, 1.285386, -0.105095], [0.388520, 0.363996, -0.572161], [0.421612, -0.893980, 0.130206], [1.289299, -1.511887, -0.128608], [0.066800, -0.924113, 1.170110], [-1.427414, 2.644175, 0.434329]], "forces_ev_per_angstrom": [[0.5, -0.8, 1.8], [3.0, -3.1, -2.3], [-1.1, -0.4, 3.0], [1.1, 1.1, -3.0], [-0.5, -0.2, -0.1], [-0.5, -0.1, -0.6], [-2.5, 3.4, 1.2]]}

---

3.
{"formula": "C2H4N6", "method": "wB97M-V/def2-TZVPD", "charge": 0, "smiles": "[H]/N=C(/N)c1nnn[nH]1", "e_lumo_ev": 0.446, "gap_ev": 10.0712, "e_tot_ha": -407.08773, "de_lowest_ev": 0.794, "elements": ["H", "N", "C", "N", "C", "N", "N", "N", "N", "H", "H", "H"], "xyz": [[0.132438, -1.072996, -1.902589], [-0.840327, -0.813116, -1.731958], [-0.839081, -0.190838, -0.603648], [-1.936223, 0.038423, 0.075275], [0.354605, 0.221049, 0.170763], [0.198856, 0.894665, 1.210958], [1.365730, 0.896331, 1.857240], [2.263179, 0.391964, 1.091615], [1.687443, -0.112092, -0.044699], [-1.889452, 0.813544, 0.817001], [-2.817227, -0.331669, -0.382388], [2.320058, -0.735265, -0.557570]], "forces_ev_per_angstrom": [[-0.2, 0.1, -0.6], [0.8, -0.1, 0.7], [1.3, -1.0, -1.6], [-3.3, 1.4, 1.4], [0.4, -2.3, -4.2], [-0.6, 0.6, 2.7], [1.9, 0.8, -1.1], [0.8, -0.8, 0.6], [-0.9, 1.5, 2.7], [-0.5, -1.9, -1.6], [1.5, 1.1, 1.1], [-1.1, 0.4, -0.1]]}

---

4.
{"formula": "C20H20EuF7N4O6SSb", "method": "wB97M-V/def2-TZVPD", "spin_multiplicity": 8, "charge": -2, "e_lumo_ev": [4.278, 0.849], "gap_ev": [6.4944, 2.5313], "e_tot_ha": -3492.72775, "s2": 15.77, "de_lowest_ev": 0.000, "elements": ["Eu", "O", "C", "C", "N", "C", "C", "O", "O", "C", "C", "O", "O", "H", "H", "H", "H", "H", "H", "H", "H", "H", "N", "C", "S", "N", "N", "C", "C", "C", "C", "C", "C", "C", "O", "H", "H", "H", "H", "H", "H", "H", "F", "C", "C", "C", "C", "C", "C", "H", "H", "H", "H", "F", "Sb", "F", "F", "F", "F", "F"], "xyz": [[-0.164356, -0.691653, 1.667903], [-0.006578, -1.122877, -1.026397], [-1.035732, -1.622456, -1.844383], [-1.628562, -2.917572, -1.289070], [-2.247404, -2.734999, 0.004822], [-2.028978, -3.779235, 0.988104], [-0.528467, -4.006293, 1.252911], [-0.117991, -5.160580, 1.386653], [0.150731, -2.934981, 1.289532], [-3.418943, -1.925159, 0.053843], [-3.195219, -0.353009, 0.201446], [-4.149853, 0.329061, -0.143988], [-2.066256, -0.008754, 0.649729], [0.796796, -1.660043, -1.155094], [-0.667194, -1.818841, -2.858054], [-1.803282, -0.848014, -1.912916], [-0.828851, -3.654141, -1.193491], [-2.378135, -3.298368, -2.001642], [-2.464579, -4.726661, 0.644333], [-2.482361, -3.466579, 1.928776], [-4.028153, -2.201347, 0.913644], [-4.002750, -2.025598, -0.867329], [2.788031, -3.939314, 0.983309], [2.669999, -2.792793, 0.251110], [2.542712, -2.863556, -1.450440], [2.717108, -1.673572, 0.979718], [2.260533, -0.520090, 0.561142], [3.079285, 0.503773, 0.934841], [2.821621, 1.854997, 0.668726], [3.869858, 2.779708, 0.934971], [3.747039, 4.116662, 0.670245], [2.549411, 4.609956, 0.135674], [1.493181, 3.748372, -0.110665], [1.615962, 2.398870, 0.147593], [0.515221, 1.582361, -0.016781], [2.324066, -4.718926, 0.539632], [2.470695, -3.813113, 1.937477], [4.020797, 0.250290, 1.410031], [4.787372, 2.390048, 1.360552], [4.567175, 4.789974, 0.888173], [2.425453, 5.669973, -0.046518], [0.536003, 4.127544, -0.441511], [-2.237875, 2.059193, -4.737005], [-1.552293, 1.971136, -3.562062], [-0.221909, 1.597146, -3.604257], [0.468717, 1.488866, -2.408070], [-0.177284, 1.766796, -1.214682], [-1.500459, 2.156260, -1.185660], [-2.205865, 2.247372, -2.383103], [0.251326, 1.377258, -4.552561], [1.500613, 1.159396, -2.388887], [-1.973329, 2.383080, -0.241485], [-3.253016, 2.518868, -2.382913], [1.205601, -0.370861, 3.139494], [-0.836685, 2.010109, 2.908214], [-0.508714, 2.340666, 4.775728], [0.908846, 2.881474, 2.797448], [-2.584579, 2.623981, 3.465305], [-1.185643, 3.418281, 1.594065], [-1.602859, -1.502085, 2.953821]], "forces_ev_per_angstrom": [[0.9, -0.8, -0.9], [-1.0, 0.2, 0.1], [0.3, 0.3, 0.1], [0.4, 0.0, 0.0], [-0.9, -0.5, -0.4], [0.1, 0.1, 0.3], [0.6, 0.1, 0.0], [-0.3, 0.2, 0.0], [-0.5, -0.8, -0.1], [0.0, -0.3, 0.1], [0.5, 0.9, 0.2], [0.3, -0.4, 0.1], [-1.4, 0.0, -0.8], [0.6, -0.2, -0.1], [0.0, -0.1, 0.0], [0.0, 0.0, 0.0], [0.0, 0.0, 0.0], [0.0, 0.0, 0.1], [-0.1, 0.1, -0.1], [0.0, 0.0, 0.0], [0.1, 0.0, 0.0], [0.2, 0.0, 0.0], [0.3, -0.4, 0.1], [-0.3, 1.7, 0.8], [-0.1, -0.2, -0.5], [0.7, -2.7, 0.2], [2.6, 3.4, 0.3], [-2.1, -3.7, -1.0], [-0.5, 2.3, -0.5], [-0.6, -0.8, -0.1], [-0.4, 0.6, -0.3], [0.3, -0.2, 0.1], [0.1, 0.3, 0.0], [0.8, -0.3, 0.5], [-0.1, 0.0, -0.3], [0.1, 0.0, 0.0], [0.0, 0.1, -0.1], [0.0, -0.1, 0.1], [0.0, 0.0, 0.0], [0.0, 0.0, 0.0], [0.0, 0.0, 0.0], [0.0, 0.0, 0.0], [0.0, 0.0, 0.0], [0.0, 0.0, 0.0], [0.0, 0.0, 0.0], [0.1, 0.0, -0.1], [0.1, -0.1, 0.2], [-0.1, 0.1, 0.0], [0.0, 0.0, 0.1], [0.0, 0.0, 0.0], [0.0, 0.0, 0.0], [0.0, 0.0, 0.0], [0.0, 0.0, 0.0], [0.4, 0.2, 0.8], [0.0, 1.0, 0.6], [0.1, 0.0, 0.5], [0.3, 0.1, 0.0], [-0.7, 0.0, 0.1], [-0.1, 0.3, -0.4], [-0.6, -0.3, 0.3]]}

---

5.
{"formula": "C30H32Br2N3O5S2Ta", "method": "wB97M-V/def2-TZVPD", "charge": 2, "e_lumo_ev": -7.515, "gap_ev": 5.7146, "e_tot_ha": -7703.90676, "de_lowest_ev": 0.439, "elements": ["Ta", "C", "C", "C", "C", "C", "C", "C", "Br", "C", "O", "C", "C", "C", "C", "C", "C", "H", "H", "H", "H", "H", "H", "H", "H", "H", "H", "H", "H", "H", "H", "H", "H", "H", "H", "H", "H", "Br", "C", "C", "C", "C", "C", "N", "C", "O", "O", "H", "H", "H", "O", "C", "C", "C", "C", "C", "C", "C", "O", "N", "N", "C", "S", "C", "C", "S", "H", "H", "H", "H", "H", "H", "H", "H", "H"], "xyz": [[0.232749, 0.181304, -0.218467], [-5.506515, 5.033234, 1.209086], [-4.240514, 5.727312, 0.705122], [-4.580152, 6.497178, -0.579902], [-3.753525, 6.706218, 1.783488], [-3.125527, 4.728713, 0.401892], [-3.286746, 3.357605, 0.576654], [-2.221701, 2.551798, 0.277804], [-2.422589, 0.628253, 0.404680], [-0.991262, 2.994946, -0.196124], [-0.057837, 2.027039, -0.454023], [-0.806377, 4.360661, -0.391840], [-1.894908, 5.176407, -0.073738], [0.472930, 5.044021, -0.894905], [1.605535, 4.082728, -1.263228], [0.138004, 5.857344, -2.156553], [0.989293, 5.981325, 0.208237], [-6.270390, 5.782848, 1.412175], [-5.329017, 4.490021, 2.140178], [-5.915701, 4.344556, 0.465953], [-5.375703, 7.215139, -0.377409], [-4.926477, 5.818670, -1.362375], [-3.723858, 7.054158, -0.963589], [-4.541344, 7.426259, 2.007141], [-2.875112, 7.267413, 1.460932], [-3.503028, 6.178574, 2.705786], [-4.216732, 2.936008, 0.930644], [-1.768592, 6.242542, -0.204091], [1.308775, 3.399300, -2.061977], [1.949121, 3.506514, -0.400594], [2.442628, 4.686933, -1.619797], [-0.230255, 5.206572, -2.953341], [1.034000, 6.364005, -2.518041], [-0.615271, 6.621345, -1.969039], [1.236160, 5.421179, 1.112314], [0.255302, 6.741587, 0.473844], [1.888932, 6.494921, -0.134353], [-1.766656, 2.135444, -3.108401], [-1.341875, 0.335175, -3.398626], [-1.772635, -0.222036, -4.596782], [-1.441784, -1.526021, -4.897626], [-0.664345, -2.236551, -3.994844], [-0.296306, -1.616200, -2.829760], [-0.629063, -0.342172, -2.488117], [0.557894, -2.343281, -1.845643], [1.085321, -3.384676, -2.048763], [0.667164, -1.634835, -0.700448], [-2.355367, 0.386077, -5.272866], [-1.771595, -1.976719, -5.824089], [-0.338615, -3.252578, -4.168401], [3.728909, -1.087176, 3.914075], [2.491225, -1.242477, 4.390674], [2.368677, -1.773062, 5.675023], [1.126033, -1.959531, 6.232039], [-0.043784, -1.628398, 5.531739], [0.056596, -1.113819, 4.269114], [1.320155, -0.909873, 3.671295], [1.392823, -0.379671, 2.346478], [0.230645, -0.149976, 1.658914], [2.500790, -0.087496, 1.731386], [2.220743, 0.307623, 0.439147], [3.176540, 0.626432, -0.383189], [4.781973, 1.017407, 0.011128], [5.250255, 1.321484, -1.729588], [4.031266, 1.807745, -2.500718], [2.708006, 0.635314, -2.052704], [3.707665, -0.705563, 3.022130], [3.274247, -2.025923, 6.208888], [1.050810, -2.369731, 7.230581], [-1.012352, -1.779466, 5.986067], [-0.832740, -0.852815, 3.712581], [5.657163, 0.399361, -2.140284], [6.028290, 2.084013, -1.719542], [4.181668, 1.742018, -3.576619], [3.725303, 2.812263, -2.220388]], "forces_ev_per_angstrom": [[-0.2, 0.3, -0.6], [0.0, 0.0, 0.0], [0.0, 0.0, 0.0], [0.0, 0.0, 0.0], [0.0, 0.0, 0.0], [0.1, 0.1, 0.0], [-0.1, -0.1, 0.1], [0.2, -0.2, -0.1], [0.0, 0.0, -0.1], [-0.1, 0.1, 0.2], [0.1, -0.4, 0.1], [0.1, 0.0, 0.0], [-0.1, 0.0, 0.0], [0.0, 0.0, 0.0], [0.0, 0.0, 0.0], [0.0, 0.0, 0.0], [0.0, 0.0, 0.0], [0.0, 0.0, 0.0], [0.0, 0.0, 0.0], [0.0, 0.0, 0.0], [0.0, 0.0, 0.0], [0.0, 0.0, 0.0], [0.0, 0.0, 0.0], [0.0, 0.0, 0.0], [0.0, 0.0, 0.0], [0.0, 0.0, 0.0], [0.0, 0.0, 0.0], [0.0, 0.0, 0.0], [0.0, 0.0, 0.0], [0.0, 0.0, 0.0], [0.0, 0.0, 0.0], [0.0, 0.0, 0.0], [0.0, 0.0, 0.0], [0.0, 0.0, 0.0], [0.0, 0.0, 0.0], [0.0, 0.0, 0.0], [0.0, 0.0, 0.0], [0.0, 0.0, 0.0], [0.1, 0.0, 0.1], [0.0, 0.0, 0.0], [-0.1, 0.0, -0.1], [0.0, -0.1, 0.0], [0.0, 0.2, 0.1], [0.0, -0.1, 0.0], [-0.1, -0.2, -0.2], [0.0, 0.0, 0.1], [-0.1, 0.0, 0.2], [0.0, 0.0, 0.0], [0.0, 0.0, 0.0], [0.0, 0.0, 0.0], [0.0, 0.0, 0.0], [0.0, 0.0, 0.0], [0.0, 0.0, 0.0], [0.0, 0.0, 0.0], [0.0, 0.0, 0.0], [0.0, 0.0, 0.0], [-0.1, 0.0, 0.0], [0.1, 0.1, 0.0], [0.1, 0.0, 0.2], [0.0, 0.1, 0.0], [0.0, -0.1, 0.1], [0.0, 0.0, 0.1], [0.1, 0.0, 0.0], [0.0, 0.0, 0.0], [0.0, 0.0, 0.0], [0.0, 0.0, 0.0], [0.0, 0.0, 0.0], [0.0, 0.0, 0.0], [0.0, 0.0, 0.0], [0.0, 0.0, 0.0], [0.0, 0.0, 0.0], [0.0, 0.0, 0.0], [0.0, 0.0, 0.0], [0.0, 0.0, 0.0], [0.0, 0.0, 0.0]]}